DFT (the ωB97M-V functional and the def2-TZVPD basis) results for a structure of composition C22H39ORhSi2.

CARTESIAN COORDINATES (ANGSTROEM)
Rh -0.3667 1.0332 -0.0659
C 2.9552 1.1450 1.0159
C 3.4256 0.4906 -0.1489
C 2.9668 1.2250 -1.2815
H 4.0507 -0.4020 -0.1699
C 2.1451 2.2884 -0.8261
C 2.1380 2.2415 0.6136
H 1.6544 2.9500 1.2844
H 3.1838 0.8489 2.0409
H 3.2769 1.0591 -2.3122
H 1.6577 3.0368 -1.4440
C -2.1779 1.3906 0.7240
C -1.2764 2.4654 1.0376
C -0.7945 3.0112 -0.1928
H -1.0190 2.8303 2.0288
C -1.3712 2.2808 -1.2766
C -2.2457 1.2791 -0.7164
H -2.8189 0.5502 -1.2880
H -2.6858 0.7737 1.4603
H -0.1435 3.8731 -0.2842
H -1.2149 2.5189 -2.3258
O 0.4759 0.0451 -2.4435
C 0.2368 0.4761 -3.8229
C 1.0054 -0.7169 -4.4250
C 0.8921 1.8053 -4.1090
C -1.2388 0.4731 -4.1674
C 1.2430 -1.0922 -2.9759
H 1.8979 -0.4452 -4.9849
H 0.3568 -1.4074 -4.9657
H 0.7836 -2.0335 -2.6790
H 2.2891 -1.0178 -2.6612
H 0.7248 2.0770 -5.1622
H 1.9706 1.7393 -3.9326
H 0.4669 2.5904 -3.4739
H -1.3492 0.5675 -5.2583
H -1.7447 1.3195 -3.6890
H -1.6998 -0.4685 -3.8428
C 1.3526 -1.4310 4.0100
Si 0.0416 -0.3173 3.2412
C -1.5699 -0.6861 4.1559
C 0.5091 1.4444 3.6896
C -0.0152 -0.6725 1.3664
Si -1.1280 -2.1722 0.9608
C -2.9746 -1.8160 1.0300
C -0.7139 -2.7990 -0.7596
C -0.8320 -3.6428 2.1111
H 1.3510 -1.2780 5.0992
H 2.3499 -1.1710 3.6289
H 1.1754 -2.4954 3.8117
H -1.4114 -0.4620 5.2221
H -2.3991 -0.0518 3.8148
H -1.9017 -1.7309 4.1008
H 1.4017 1.7948 3.1548
H -0.3099 2.1434 3.4905
H 0.7232 1.5087 4.7686
H 1.0200 -0.9531 1.0659
H -3.2968 -1.1089 0.2546
H -3.5234 -2.7555 0.8658
H -3.2854 -1.4309 2.0090
H 0.3701 -2.9610 -0.8561
H -1.2101 -3.7632 -0.9542
H -1.0401 -2.0935 -1.5386
H 0.2237 -3.9480 2.0929
H -1.1264 -3.4689 3.1526
H -1.4307 -4.4840 1.7315

The total energy comes out at -44250.8952 eV. The HOMO energy (spin up / spin down) is 2.996 / -1.321 eV. The spin multiplicity is 5. The max |F| is 12.00 eV/Å. As for the energy relative to the best compared isomer or geometry (same formula, charge and spin): 0.0 kcal per mole. The lowest unoccupied orbital energy (spin up / spin down) is 4.74 / 4.03 eV. The net charge is -2. The expectation value of S² is 6.0136.

Population analysis type Mulliken, resulting atomic charges in e:
1 Rh 1.00
2 C -0.56
3 C -1.05
4 C -0.45
5 H 0.41
6 C -0.53
7 C -0.77
8 H 0.54
9 H 0.52
10 H 0.64
11 H 0.54
12 C -0.64
13 C -0.24
14 C -1.17
15 H 0.64
16 C -0.44
17 C -0.85
18 H 0.50
19 H 0.55
20 H 0.50
21 H 1.00
22 O 1.60
23 C 4.95
24 C -3.34
25 C -3.04
26 C -3.63
27 C -0.80
28 H 0.49
29 H 0.12
30 H 0.33
31 H 0.28
32 H 0.84
33 H 0.05
34 H -0.11
35 H 0.72
36 H 0.09
37 H 0.12
38 C -1.14
39 Si 0.12
40 C -1.09
41 C -1.12
42 C 0.11
43 Si 0.40
44 C -1.02
45 C -0.95
46 C -1.17
47 H 0.32
48 H 0.25
49 H 0.30
50 H 0.39
51 H 0.30
52 H 0.23
53 H 0.21
54 H 0.23
55 H 0.47
56 H 0.36
57 H 0.25
58 H 0.44
59 H 0.26
60 H 0.27
61 H 0.17
62 H -0.27
63 H 0.22
64 H 0.31
65 H 0.34

=====

DFT (the ωB97M-V functional and the def2-TZVPD basis) results for a structure of composition C22H40Ag2F12NO10.

CARTESIAN COORDINATES (ANGSTROEM)
Ag -1.5183 0.7550 -0.1615
Ag -0.7678 2.9003 1.5260
C -2.3813 0.4878 3.6292
O -1.3808 -0.0071 4.5821
O -1.7859 1.0121 2.6011
C -3.2802 -0.6928 3.2007
F -2.5911 -1.7092 2.6468
F -3.9700 -1.2507 4.2346
F -4.2021 -0.2982 2.3227
C -1.7725 -0.3625 5.8746
C -1.0131 -1.6036 6.3218
H 0.0578 -1.4015 6.3148
H -1.3525 -1.9132 7.3101
H -1.2422 -2.4031 5.6130
H -2.8396 -0.5231 6.0190
H -1.5577 0.4676 6.5705
H -3.0184 1.2264 4.1565
C -1.0856 -0.9089 -2.9961
O -2.2542 -1.0124 -3.8395
O -1.4335 -0.9594 -1.7466
C -0.2091 -2.1311 -3.3800
F 1.1166 -1.8531 -3.1885
F -0.5003 -3.2417 -2.7160
F -0.2887 -2.4537 -4.7024
C -2.2384 -0.3273 -5.0701
C -3.2328 -0.9653 -5.9896
H -3.2250 -2.0523 -6.0105
H -4.2509 -0.6939 -5.6829
H -3.1427 -0.5657 -7.0042
H -1.2462 -0.3449 -5.5412
H -2.4855 0.7172 -4.8394
H -0.5470 0.0202 -3.2800
C 1.8752 1.4667 -0.3703
O 2.9049 0.5126 -0.1112
O 0.7898 1.2626 0.3742
C 2.4219 2.8739 -0.2990
F 1.5015 3.7594 -0.6636
F 2.8254 3.2197 0.9506
F 3.5031 3.0208 -1.0981
C 3.5375 -0.0827 -1.2312
C 4.6705 -0.9716 -0.7258
H 5.1807 -1.3711 -1.6024
H 5.3079 -0.3391 -0.1075
H 4.2884 -1.8127 -0.1474
H 3.8834 0.6332 -1.9812
H 2.7989 -0.7004 -1.7586
H 1.5631 1.3486 -1.4375
C -3.1449 3.2018 -1.0804
O -2.0984 3.0122 -2.0185
O -2.7558 2.8745 0.1227
C -3.7874 4.6103 -1.1539
F -4.1521 5.0549 0.0577
F -2.9686 5.5723 -1.6414
F -4.8867 4.6211 -1.9323
C -2.2735 3.3598 -3.3728
C -0.8818 3.3815 -4.0103
H -0.9576 3.8424 -4.9985
H -0.1805 3.9152 -3.3741
H -0.5359 2.3544 -4.1420
H -2.7635 4.3287 -3.5121
H -2.9006 2.6389 -3.9188
H -3.9955 2.5357 -1.3647
C 1.6677 -4.7476 -0.8129
O 1.3929 -3.9201 0.3029
C 0.5028 -2.8440 -0.0242
C 0.3003 -2.0837 1.2543
N 1.4687 -1.2304 1.5137
H 2.3074 -1.8154 1.5676
H 1.6123 -0.4878 0.7926
C 1.4029 -0.5208 2.8262
C 2.7702 -0.0164 3.2173
O 3.6816 -1.0665 3.0313
C 5.0323 -0.8047 3.4190
H 2.5220 -5.3811 -0.5705
H 1.9752 -4.1222 -1.6609
H 0.8075 -5.3769 -1.0521
H -0.4820 -3.2166 -0.3359
H 0.8864 -2.3173 -0.9003
H 0.1170 -2.7090 2.1198
H -0.5033 -1.3732 1.1685
H 0.9889 -1.2051 3.5637
H 0.6333 0.2515 2.7654
H 2.6867 0.1985 4.2969
H 3.0382 0.9339 2.7435
H 5.6414 -0.9436 2.5287
H 5.3212 -1.4622 4.2379
H 5.0980 0.2251 3.7808

The total energy comes out at -86036.1543 eV. The HOMO energy is -5.402 eV. The spin multiplicity is 1. The max |F| is 2.68 eV/Å. As for the energy relative to the best compared isomer or geometry (same formula, charge and spin): 0.0 kcal per mole. The lowest unoccupied orbital energy is 2.22 eV. The net charge is -1.

Population analysis type Mulliken, resulting atomic charges in e:
1 Ag 1.36
2 Ag 0.26
3 C -0.57
4 O -0.19
5 O -0.20
6 C 0.70
7 F -0.21
8 F -0.32
9 F -0.29
10 C -0.40
11 C -1.11
12 H 0.21
13 H 0.40
14 H 0.26
15 H 0.39
16 H 0.30
17 H 0.16
18 C 0.29
19 O -0.33
20 O -0.96
21 C 0.71
22 F -0.33
23 F -0.24
24 F -0.34
25 C 0.52
26 C -1.47
27 H 0.35
28 H 0.31
29 H 0.38
30 H 0.27
31 H -0.20
32 H -0.18
33 C 0.19
34 O -0.33
35 O 0.58
36 C 0.37
37 F -0.18
38 F -0.31
39 F -0.31
40 C 0.09
41 C -1.30
42 H 0.45
43 H 0.25
44 H 0.18
45 H 0.52
46 H -0.07
47 H -0.03
48 C -0.15
49 O -0.12
50 O -1.00
51 C 0.74
52 F -0.27
53 F -0.28
54 F -0.30
55 C -0.38
56 C -1.10
57 H 0.38
58 H 0.31
59 H 0.09
60 H 0.49
61 H 0.17
62 H 0.14
63 C -0.67
64 O -0.48
65 C -0.07
66 C -0.11
67 N 1.03
68 H 0.51
69 H -1.10
70 C 0.22
71 C -0.87
72 O -0.35
73 C -0.83
74 H 0.30
75 H 0.23
76 H 0.27
77 H 0.67
78 H -0.51
79 H 0.44
80 H -0.10
81 H 0.48
82 H -0.21
83 H 0.55
84 H 0.40
85 H 0.22
86 H 0.25
87 H 0.39

=====

DFT (the ωB97M-V functional and the def2-TZVPD basis) results for a cluster of 4 separate species, C22H40FNO11 in total.

CARTESIAN COORDINATES (ANGSTROEM)
C 0.8356 -3.8091 -3.2095
C -0.5141 -4.4178 -2.4317
C -0.0435 -4.6946 -0.8840
F 1.0231 -5.7615 -0.9567
O -1.0904 -5.2290 -0.0001
C -1.1784 -4.4309 1.2318
O -2.0844 -3.4164 1.2362
N -0.3431 -4.5912 2.4808
C 0.8371 -5.5168 2.2933
C 2.1041 -4.5384 1.8083
C -1.1649 -4.9184 3.7077
C -0.9985 -3.6008 4.7247
O -1.9430 -2.6468 4.6325
O 0.1787 -3.4879 5.6448
C 0.9731 -2.2872 5.2646
C 0.8613 -0.8921 6.1593
O 1.7816 -2.2326 4.1810
H 1.5001 -3.2669 -2.3787
H 1.4949 -4.6904 -3.6364
H 0.5540 -2.9976 -4.0070
H -1.4125 -3.6710 -2.5452
H -0.7079 -5.4672 -2.9237
H 0.3988 -3.6854 -0.4256
H 0.6607 -6.4003 1.5392
H 1.1865 -6.0323 3.3110
H 2.8026 -4.3777 2.7340
H 2.6471 -4.9420 0.8515
H 1.6471 -3.4705 1.5415
H -2.3010 -5.1358 3.4973
H -0.7312 -5.8328 4.3388
H -0.2738 -0.5364 6.2364
H 1.3036 -1.0532 7.2330
H 1.4763 -0.0095 5.6532
C 2.4159 1.7441 1.0824
C 1.1912 1.3044 1.8595
O 1.4012 1.4578 3.2778
C 1.1988 2.6051 3.9652
C 1.0104 3.8826 3.2010
O 1.2445 2.6105 5.1931
H 2.6338 2.8040 1.2380
H 2.2733 1.5737 0.0117
H 3.3014 1.1873 1.4135
H 0.2798 1.8168 1.5401
H 1.0221 0.2360 1.6881
H 1.9747 4.3888 3.1023
H 0.3218 4.5235 3.7611
H 0.5656 3.7470 2.2166
C -0.0162 -1.4014 -8.2448
C -1.2409 -1.8411 -7.4677
O -1.0310 -1.6877 -6.0494
C -1.2333 -0.5404 -5.3620
C -1.4218 0.7371 -6.1262
O -1.1876 -0.5349 -4.1341
H 0.2017 -0.3415 -8.0893
H -0.1588 -1.5718 -9.3156
H 0.8693 -1.9582 -7.9138
H -2.1523 -1.3287 -7.7871
H -1.4101 -2.9095 -7.6391
H -0.4574 1.2434 -6.2249
H -2.1104 1.3780 -5.5662
H -1.8665 0.6016 -7.1106
C -0.4592 8.8423 -0.2565
C -0.3927 7.3464 -0.4912
O -0.2374 6.6380 0.7550
C -1.2575 6.2796 1.5679
C -2.6145 6.8747 1.3310
O -1.0571 5.5391 2.5277
H -1.3247 9.1175 0.3519
H -0.5205 9.3782 -1.2078
H 0.4306 9.1862 0.2855
H -1.2497 6.9670 -1.0541
H 0.4963 7.1161 -1.0880
H -2.7346 7.7600 1.9616
H -3.3713 6.1320 1.6033
H -2.8068 7.1366 0.2920

The total energy comes out at -50184.5295 eV. The HOMO energy is -9.554 eV. The spin multiplicity is 1. The max |F| is 9.19 eV/Å. The lowest unoccupied orbital energy is 0.37 eV. Its SMILES is CC[C@H](F)OC(=O)N(CC)CC(=O)OC(C)=O.CCOC(C)=O.CCOC(C)=O.CCOC(C)=O.

Population analysis type Mulliken, resulting atomic charges in e:
1 C -0.66
2 C -0.36
3 C 0.36
4 F -0.36
5 O -0.31
6 C 0.14
7 O -0.55
8 N 0.35
9 C -0.61
10 C -0.55
11 C -0.51
12 C 0.54
13 O -0.50
14 O -0.34
15 C 0.60
16 C -0.63
17 O -0.47
18 H 0.24
19 H 0.26
20 H 0.10
21 H 0.27
22 H 0.29
23 H 0.14
24 H 0.32
25 H 0.41
26 H 0.32
27 H 0.21
28 H -0.04
29 H 0.31
30 H 0.36
31 H 0.24
32 H 0.30
33 H 0.15
34 C -1.01
35 C -0.30
36 O -0.32
37 C 0.92
38 C -1.00
39 O -0.61
40 H 0.28
41 H 0.37
42 H 0.31
43 H 0.34
44 H 0.28
45 H 0.28
46 H 0.35
47 H 0.17
48 C -0.97
49 C -0.39
50 O -0.35
51 C 0.82
52 C -1.05
53 O -0.56
54 H 0.27
55 H 0.37
56 H 0.29
57 H 0.34
58 H 0.34
59 H 0.27
60 H 0.30
61 H 0.34
62 C -0.95
63 C -0.42
64 O -0.38
65 C 0.82
66 C -1.12
67 O -0.53
68 H 0.27
69 H 0.35
70 H 0.31
71 H 0.36
72 H 0.31
73 H 0.28
74 H 0.31
75 H 0.36